# 1
ORCA calculation (ωB97M-V with the def2-TZVPD basis set) on a cluster of 2 separate species, C5H10FNO in total at a distorted geometry.

charge: 0
relative energy (zero: lowest compared OMol25 entry of this formula, charge and spin): 41.3 kcal/mol
spin multiplicity: 1
LUMO level: 0.02885 hartree
E_HOMO: -8.9 eV
structure (SMILES): C/C=C(/C)O.[H]/N=C/F
HOMO-LUMO gap: 9.72 eV
DFT total energy: -426.29458 hartree

CARTESIAN COORDINATES (ANGSTROEM)
1 C 0.662 -2.208 0.197
2 C 0.309 -0.997 -0.744
3 C 0.638 0.239 -0.397
4 C 0.235 1.381 -1.278
5 O 1.404 0.542 0.777
6 H 0.071 -3.085 -0.108
7 H 1.743 -2.483 0.009
8 H 0.495 -1.868 1.220
9 H -0.182 -1.262 -1.676
10 H -0.200 0.940 -2.084
11 H -0.416 1.998 -0.642
12 H 1.246 1.989 -1.549
13 H 1.695 1.421 0.784
14 H -0.762 1.805 2.088
15 N -1.413 1.556 1.295
16 C -1.637 0.337 0.940
17 F -2.539 0.317 -0.054
18 H -1.350 -0.622 1.223

Atom charges from the Löwdin analysis, given in e for atoms 1 to 8: -0.08, -0.12, -0.43, -0.04, 0.02, 0.07, 0.09, 0.05

***

# 2
ORCA calculation (ωB97M-V with the def2-TZVPD basis set) on a structure of composition C38H55As2Br2F6N7O3RbSeSi3 at a distorted geometry.

charge: -2
relative energy (zero: lowest compared OMol25 entry of this formula, charge and spin): 46.0 kcal/mol
spin multiplicity: 2
LUMO level (alpha / beta): 0.09253 / 0.09253 hartree
E_HOMO (alpha / beta): -2.1 / -1.7 eV
HOMO-LUMO gap (alpha / beta): 4.67 / 4.21 eV
⟨S²⟩: 0.76
DFT total energy: -15602.95373 hartree

CARTESIAN COORDINATES (ANGSTROEM)
1 Rb 0.937 2.010 1.696
2 C 1.050 -1.347 4.972
3 C -0.028 -0.532 4.213
4 O -0.083 -0.521 2.975
5 C -0.967 0.075 5.136
6 C -2.174 0.569 4.774
7 C -3.169 1.099 5.792
8 N -2.296 0.725 3.437
9 N -3.316 1.417 3.071
10 C -2.818 2.531 2.341
11 O -1.621 2.872 2.232
12 C -3.914 3.449 2.137
13 C -5.133 3.085 1.660
14 C -6.092 3.979 1.204
15 C -5.852 5.339 1.324
16 C -4.613 5.745 1.817
17 C -3.649 4.832 2.207
18 H 0.822 -2.414 4.777
19 H 0.888 -1.142 5.977
20 H 2.046 -1.080 4.616
21 H -0.759 -0.010 6.163
22 H -3.143 0.370 6.580
23 H -4.219 1.177 5.455
24 H -2.825 2.133 6.095
25 H -5.301 2.006 1.663
26 H -6.991 3.638 0.714
27 H -6.673 6.068 1.130
28 H -4.369 6.786 1.895
29 H -2.681 5.119 2.663
30 Br 4.800 6.263 -2.039
31 C 2.905 6.293 -1.960
32 C 2.438 7.287 -2.775
33 C 1.073 7.414 -2.981
34 Br 0.561 8.659 -4.273
35 C 0.118 6.630 -2.273
36 C -1.279 6.781 -2.384
37 C -2.121 6.000 -1.648
38 C -1.574 5.056 -0.743
39 N -0.265 4.873 -0.608
40 C 0.611 5.583 -1.370
41 C 2.024 5.338 -1.286
42 O 2.399 4.265 -0.746
43 H 3.092 7.882 -3.353
44 H -1.653 7.550 -3.072
45 H -3.194 6.106 -1.690
46 H -2.120 4.510 0.003
47 N 4.806 2.963 -2.248
48 C 5.932 2.554 -1.386
49 C 5.421 1.543 -0.277
50 N 4.335 2.137 0.456
51 H 4.140 3.510 -1.717
52 H 4.326 2.130 -2.576
53 H 6.426 3.365 -0.889
54 H 6.666 1.948 -1.955
55 H 6.267 1.328 0.444
56 H 5.108 0.603 -0.692
57 H 4.012 3.014 0.088
58 H 4.452 2.165 1.454
59 F 3.313 0.906 3.022
60 As 3.320 2.109 4.397
61 F 1.453 1.967 4.538
62 F 2.820 3.371 3.225
63 F 3.358 3.195 5.768
64 F 4.964 2.554 3.932
65 F 3.748 0.702 5.353
66 C 3.724 -4.373 0.169
67 Si 1.927 -4.726 0.528
68 C 1.151 -3.794 1.960
69 C 1.989 -6.665 0.743
70 As 0.695 -4.036 -1.399
71 Si -1.516 -4.729 -0.831
72 C -1.560 -6.556 -0.551
73 C -2.222 -3.828 0.622
74 C -2.542 -4.257 -2.338
75 Si 1.351 -5.635 -3.197
76 C -0.002 -5.509 -4.517
77 C 2.971 -4.849 -3.887
78 C 1.696 -7.400 -2.628
79 H 4.308 -4.886 0.929
80 H 3.935 -3.304 0.193
81 H 3.983 -4.731 -0.842
82 H 1.911 -3.567 2.766
83 H 0.352 -4.373 2.397
84 H 0.649 -2.900 1.703
85 H 2.072 -6.965 1.746
86 H 2.791 -7.242 0.236
87 H 1.067 -7.105 0.339
88 H -1.105 -6.811 0.392
89 H -1.021 -7.116 -1.328
90 H -2.654 -6.800 -0.669
91 H -2.164 -4.493 1.505
92 H -3.275 -3.479 0.505
93 H -1.690 -2.926 0.883
94 H -3.586 -4.237 -2.072
95 H -2.235 -4.962 -3.089
96 H -2.205 -3.243 -2.677
97 H 0.433 -5.821 -5.450
98 H -0.378 -4.492 -4.646
99 H -0.854 -6.176 -4.278
100 H 2.640 -4.262 -4.754
101 H 3.668 -5.646 -4.219
102 H 3.486 -4.200 -3.172
103 H 2.744 -7.639 -2.697
104 H 1.238 -8.117 -3.345
105 H 1.287 -7.633 -1.667
106 Se -0.014 -0.751 -4.407
107 N -0.551 0.558 -3.356
108 C -1.897 0.604 -3.230
109 C -2.549 1.474 -2.308
110 C -3.901 1.187 -2.035
111 C -4.593 0.068 -2.678
112 C -4.031 -0.731 -3.621
113 C -2.624 -0.510 -3.954
114 N -1.844 -1.410 -4.563
115 H -1.977 2.243 -1.797
116 H -4.617 1.890 -1.489
117 H -5.606 -0.110 -2.316
118 H -4.594 -1.561 -4.068

Atom charges from the Löwdin analysis, given in e for atoms 1 to 8: 0.85, -0.02, -0.48, -0.07, -0.08, -0.32, -0.03, 0.06

***

# 3
ORCA calculation (ωB97M-V with the def2-TZVPD basis set) on a structure of composition C25H28CaCl2FN7O4S2.

charge: 0
relative energy (zero: lowest compared OMol25 entry of this formula, charge and spin): 7.8 kcal/mol
spin multiplicity: 1
LUMO level: 0.00784 hartree
E_HOMO: -7.3 eV
HOMO-LUMO gap: 7.56 eV
DFT total energy: -4148.24893 hartree

CARTESIAN COORDINATES (ANGSTROEM)
1 Ca 0.542 0.562 0.122
2 C 3.253 -0.269 2.087
3 C 3.800 0.155 0.730
4 N 3.015 1.228 0.106
5 C 3.226 2.567 0.657
6 C 2.409 2.839 1.904
7 C 2.861 3.706 2.887
8 C 2.062 3.913 4.001
9 C 0.862 3.234 4.113
10 C 0.481 2.378 3.086
11 C -0.817 1.602 3.156
12 N -0.804 0.381 2.358
13 C -0.337 -0.800 3.086
14 C 1.175 -0.797 3.271
15 N 1.865 -0.709 1.990
16 N 1.239 2.214 2.005
17 H 3.286 0.574 2.780
18 H 3.917 -1.039 2.501
19 H 3.764 -0.697 0.048
20 H 4.851 0.447 0.856
21 H 3.248 1.254 -0.880
22 H 2.922 3.287 -0.109
23 H 4.284 2.759 0.877
24 H 3.819 4.199 2.787
25 H 2.384 4.584 4.788
26 H 0.234 3.353 4.986
27 H -1.615 2.246 2.786
28 H -1.027 1.381 4.211
29 H -1.724 0.205 1.975
30 H -0.633 -1.674 2.507
31 H -0.806 -0.883 4.077
32 H 1.466 -1.679 3.856
33 H 1.469 0.075 3.861
34 H 1.814 -1.581 1.473
35 S -1.493 2.947 0.077
36 C -1.986 1.788 -1.077
37 N -1.188 0.875 -1.570
38 C -1.802 0.103 -2.544
39 C -1.183 -0.900 -3.283
40 C -1.932 -1.597 -4.216
41 C -3.282 -1.302 -4.423
42 C -3.902 -0.291 -3.705
43 C -3.150 0.410 -2.772
44 S -3.618 1.728 -1.732
45 H -0.131 -1.114 -3.134
46 H -1.462 -2.382 -4.795
47 H -3.852 -1.869 -5.146
48 H -4.947 -0.062 -3.864
49 Cl 1.554 1.964 -2.781
50 C 0.388 3.292 -3.051
51 Cl -0.738 2.913 -4.347
52 H 0.962 4.167 -3.331
53 H -0.160 3.431 -2.123
54 F -3.326 -5.050 -3.198
55 C -2.893 -4.179 -2.284
56 C -1.635 -4.207 -1.843
57 N -1.177 -3.305 -0.901
58 C 0.216 -3.375 -0.458
59 C 1.098 -2.494 -1.374
60 O 1.458 -2.981 -2.437
61 O 1.313 -1.317 -0.931
62 C -1.965 -2.283 -0.453
63 O -1.570 -1.430 0.336
64 N -3.264 -2.308 -0.894
65 C -3.852 -3.194 -1.798
66 O -5.007 -3.092 -2.133
67 H -0.906 -4.913 -2.211
68 H 0.527 -4.416 -0.526
69 H 0.258 -3.037 0.574
70 H -3.836 -1.530 -0.592

Atom charges from the Löwdin analysis, given in e for atoms 1 to 8: 1.24, -0.20, -0.19, -0.15, -0.15, -0.27, -0.02, -0.05

***

# 4
ORCA calculation (ωB97M-V with the def2-TZVPD basis set) on the ion C24H31ClNS with charge +1.

charge: +1
spin multiplicity: 1
LUMO level: -0.08846 hartree
E_HOMO: -10.7 eV
structure (SMILES): CCCCCC[N+](C)(C)CC/C=C1/c2ccccc2Sc2ccc(Cl)cc21
HOMO-LUMO gap: 8.31 eV
DFT total energy: -1846.05119 hartree

CARTESIAN COORDINATES (ANGSTROEM)
1 C -1.920 -4.729 2.526
2 C -1.775 -3.229 2.303
3 C -1.909 -2.862 0.827
4 C -1.747 -1.359 0.612
5 C -1.794 -0.980 -0.872
6 C -1.527 0.516 -1.009
7 N -1.352 1.044 -2.398
8 C -2.560 0.755 -3.197
9 C -1.198 2.509 -2.302
10 C -0.180 0.447 -3.115
11 C 1.211 0.748 -2.542
12 C 1.503 0.005 -1.274
13 C 1.801 0.545 -0.087
14 C 1.889 -0.294 1.117
15 C 2.590 -1.496 1.127
16 C 2.598 -2.299 2.251
17 C 1.901 -1.912 3.387
18 C 1.211 -0.715 3.402
19 C 1.214 0.095 2.275
20 S 0.275 1.599 2.321
21 C 1.252 2.579 1.224
22 C 1.322 3.952 1.432
23 C 2.087 4.744 0.601
24 C 2.811 4.154 -0.429
25 Cl 3.801 5.128 -1.456
26 C 2.741 2.788 -0.648
27 C 1.932 1.989 0.155
28 H -1.824 -4.966 3.582
29 H -2.893 -5.075 2.186
30 H -1.153 -5.273 1.981
31 H -2.539 -2.700 2.876
32 H -0.799 -2.898 2.665
33 H -2.885 -3.185 0.459
34 H -1.145 -3.395 0.257
35 H -2.532 -0.828 1.152
36 H -0.789 -1.050 1.031
37 H -1.034 -1.564 -1.390
38 H -2.771 -1.249 -1.274
39 H -0.622 0.757 -0.453
40 H -2.357 1.063 -0.558
41 H -3.447 1.091 -2.664
42 H -2.511 1.273 -4.153
43 H -2.646 -0.313 -3.383
44 H -2.130 2.956 -1.961
45 H -0.947 2.925 -3.276
46 H -0.416 2.767 -1.591
47 H -0.328 -0.633 -3.150
48 H -0.219 0.826 -4.139
49 H 1.921 0.422 -3.307
50 H 1.351 1.819 -2.409
51 H 1.413 -1.071 -1.341
52 H 3.139 -1.788 0.244
53 H 3.146 -3.228 2.244
54 H 1.903 -2.538 4.265
55 H 0.669 -0.398 4.279
56 H 0.781 4.388 2.257
57 H 2.147 5.807 0.764
58 H 3.340 2.337 -1.424

Atom charges from the Löwdin analysis, given in e for atoms 1 to 8: -0.11, -0.26, -0.22, -0.20, -0.16, -0.13, -0.32, 0.01

***

# 5
ORCA calculation (ωB97M-V with the def2-TZVPD basis set) on an isolated molecule of C8H6O2S2 at a distorted geometry.

charge: 0
relative energy (zero: lowest compared OMol25 entry of this formula, charge and spin): 37.6 kcal/mol
spin multiplicity: 1
LUMO level (alpha / beta): -0.06166 / -0.05570 hartree
E_HOMO (alpha / beta): -8.6 / -8.1 eV
structure (SMILES): O=S(=O)=C1C=Cc2cscc2C1
HOMO-LUMO gap (alpha / beta): 6.90 / 6.63 eV
DFT total energy: -1255.14666 hartree

CARTESIAN COORDINATES (ANGSTROEM)
1 O 3.921 -0.773 -0.080
2 S 2.825 -1.049 -1.053
3 O 2.918 -2.175 -1.952
4 C 1.241 -0.990 -0.406
5 C 0.093 -1.306 -1.191
6 C -1.133 -0.738 -0.987
7 C -1.360 0.248 0.026
8 C -2.625 0.857 0.174
9 S -2.547 2.228 1.225
10 C -0.907 1.783 1.683
11 C -0.380 0.785 0.890
12 C 1.013 0.297 0.866
13 H 0.022 -1.925 -2.057
14 H -2.084 -1.017 -1.588
15 H -3.600 0.750 -0.194
16 H -0.413 2.263 2.435
17 H 1.838 1.055 0.437
18 H 1.179 -0.294 1.771

Atom charges from the Löwdin analysis, given in e for atoms 1 to 8: -0.39, 0.79, -0.37, -0.22, -0.12, -0.02, -0.30, -0.33

***

# 6
ORCA calculation (ωB97M-V with the def2-TZVPD basis set) on a cluster of 8 separate species, C7H23NO7 in total at a distorted geometry.

charge: +1
spin multiplicity: 2
LUMO level (alpha / beta): -0.14135 / -0.26384 hartree
E_HOMO (alpha / beta): -13.5 / -13.4 eV
HOMO-LUMO gap (alpha / beta): 9.63 / 6.21 eV
⟨S²⟩: 0.77
DFT total energy: -861.64387 hartree

CARTESIAN COORDINATES (ANGSTROEM)
1 C 0.981 -2.111 -1.720
2 C 0.264 -1.190 -0.794
3 C -1.061 -0.701 -0.940
4 N -1.301 0.210 0.049
5 C -0.104 0.536 0.625
6 C 0.849 -0.408 0.182
7 C 2.244 -0.340 0.639
8 C 2.711 0.487 1.567
9 H 1.052 -1.631 -2.700
10 H 1.990 -2.228 -1.333
11 H 0.506 -3.082 -1.860
12 H -1.865 -1.034 -1.568
13 H -2.123 0.799 -0.033
14 H -0.135 1.339 1.346
15 H 2.908 -1.001 0.102
16 H 2.105 1.166 2.154
17 H 3.720 0.403 1.929
18 H -2.501 -1.685 0.929
19 H -2.164 -2.803 1.963
20 O -2.717 -2.032 1.792
21 H 3.924 2.381 -2.569
22 H 4.283 0.892 -2.484
23 O 3.734 1.573 -2.079
24 H 1.240 2.908 -2.244
25 H 0.209 3.089 -3.438
26 O 0.318 2.970 -2.494
27 H 0.472 -0.510 3.369
28 H -0.934 -0.724 2.824
29 O -0.458 -0.425 3.611
30 H -3.273 -0.305 3.595
31 H -2.935 1.127 3.332
32 O -3.697 0.549 3.436
33 H 2.116 0.806 -2.694
34 H 0.599 0.646 -2.651
35 O 1.335 0.692 -3.264
36 H -4.327 -0.692 -0.043
37 H -4.024 0.192 1.214
38 O -3.944 0.138 0.250

Atom charges from the Löwdin analysis, given in e for atoms 1 to 8: 0.00, -0.19, 0.06, 0.08, 0.07, -0.15, -0.07, 0.09

***

# 7
ORCA calculation (ωB97M-V with the def2-TZVPD basis set) on a structure of composition C30H25AsN3O2SSc at a distorted geometry.

charge: 0
relative energy (zero: lowest compared OMol25 entry of this formula, charge and spin): 34.3 kcal/mol
spin multiplicity: 1
LUMO level: -0.00384 hartree
E_HOMO: -7.4 eV
HOMO-LUMO gap: 7.32 eV
DFT total energy: -4867.67051 hartree

CARTESIAN COORDINATES (ANGSTROEM)
1 Sc -18.994 -6.277 1.986
2 C -22.068 -6.257 5.363
3 C -23.055 -5.409 4.859
4 C -22.987 -4.924 3.551
5 C -21.926 -5.300 2.728
6 N -21.018 -6.184 3.169
7 C -21.141 -6.659 4.460
8 C -21.632 -4.946 1.287
9 C -22.559 -4.544 0.350
10 C -22.180 -4.227 -0.963
11 C -20.869 -4.226 -1.308
12 C -19.864 -4.511 -0.337
13 C -20.245 -4.952 0.930
14 H -22.124 -6.665 6.408
15 H -23.909 -5.000 5.483
16 H -23.656 -4.048 3.319
17 H -20.403 -7.360 4.735
18 H -23.621 -4.440 0.561
19 H -22.984 -4.059 -1.710
20 H -20.546 -3.940 -2.272
21 H -18.800 -4.551 -0.688
22 N -17.464 -9.211 -1.472
23 N -17.277 -7.843 -1.121
24 C -17.919 -7.343 -0.067
25 O -17.538 -6.200 0.428
26 O -18.746 -8.027 0.652
27 H -18.238 -9.322 -2.108
28 H -17.653 -9.812 -0.658
29 H -16.740 -7.242 -1.715
30 S -17.529 -7.208 3.885
31 C -17.330 -6.123 5.175
32 C -17.724 -6.585 6.470
33 C -17.262 -5.819 7.536
34 C -16.594 -4.601 7.390
35 C -16.425 -4.066 6.110
36 C -16.851 -4.803 4.993
37 As -17.493 -3.882 3.349
38 C -17.755 -2.058 4.099
39 C -16.817 -1.196 4.713
40 C -17.214 -0.002 5.353
41 C -18.599 0.268 5.329
42 C -19.472 -0.385 4.511
43 C -19.075 -1.600 3.908
44 C -16.042 -3.573 2.013
45 C -16.457 -3.263 0.681
46 C -15.663 -2.576 -0.209
47 C -14.385 -2.175 0.181
48 C -13.982 -2.524 1.469
49 C -14.757 -3.249 2.354
50 H -18.352 -7.437 6.619
51 H -17.439 -6.216 8.560
52 H -16.182 -4.024 8.204
53 H -16.015 -3.103 5.988
54 H -15.743 -1.438 4.694
55 H -16.557 0.673 5.899
56 H -19.001 1.137 5.876
57 H -20.460 -0.006 4.230
58 H -19.742 -2.266 3.374
59 H -17.427 -3.690 0.410
60 H -16.056 -2.266 -1.238
61 H -13.725 -1.689 -0.523
62 H -12.984 -2.306 1.811
63 H -14.346 -3.532 3.356

Atom charges from the Löwdin analysis, given in e for atoms 1 to 8: 0.83, -0.06, -0.06, -0.01, -0.21, 0.03, -0.11, -0.19

***

# 8
ORCA calculation (ωB97M-V with the def2-TZVPD basis set) on an isolated molecule of C7H10N3O2P3 at a distorted geometry.

charge: 0
relative energy (zero: lowest compared OMol25 entry of this formula, charge and spin): 0.0 kcal/mol
spin multiplicity: 1
LUMO level: 0.00173 hartree
E_HOMO: -8.5 eV
structure (SMILES): C=NP(N/P=N\PO)Oc1ccccc1
HOMO-LUMO gap: 8.53 eV
DFT total energy: -1611.59562 hartree

CARTESIAN COORDINATES (ANGSTROEM)
1 C -1.982 -3.765 -0.771
2 N -1.284 -3.013 -0.051
3 P -1.156 -1.319 -0.256
4 N -1.704 -0.986 1.345
5 P -2.676 0.210 2.020
6 N -3.273 1.111 0.909
7 P -3.333 1.045 -0.766
8 O -4.473 2.172 -1.016
9 O 0.452 -1.417 0.059
10 C 1.297 -0.345 0.109
11 C 0.881 0.958 -0.120
12 C 1.785 2.001 -0.023
13 C 3.105 1.751 0.308
14 C 3.520 0.449 0.535
15 C 2.625 -0.599 0.434
16 H -2.008 -4.822 -0.527
17 H -2.573 -3.451 -1.632
18 H -1.293 -1.637 2.010
19 H -2.186 1.875 -0.935
20 H -4.533 2.812 -0.297
21 H -0.154 1.141 -0.377
22 H 1.451 3.012 -0.204
23 H 3.807 2.566 0.390
24 H 4.549 0.247 0.794
25 H 2.935 -1.618 0.608

Atom charges from the Löwdin analysis, given in e for atoms 1 to 8: -0.11, -0.19, 0.79, -0.45, 0.73, -0.62, 0.60, -0.40